[1]
45
Properties=species:S:1:pos:R:3:forces:R:3:nbo_charge:R:1 method="wB97M-V/def2-TZVPD" e_above_lowest_kj_mol=90.8 charge=-1 spin_multiplicity=3
Pd -0.84124 -1.12293 -0.81061 -0.5634 -0.3070 -0.0225 0.68
O -2.47130 0.35238 -0.15300 -0.3706 -0.9552 -0.8230 -0.54
N -3.73459 0.21892 -0.27782 -0.4650 0.3577 0.4443 0.08
C -4.35476 -0.68725 -1.01385 1.3590 0.3403 0.3051 -0.22
C -3.75528 -1.65592 -1.87512 0.2785 -0.4314 -0.4031 0.26
N -3.40180 -2.45191 -2.63187 0.0013 0.1646 0.1984 -0.32
C -5.77258 -0.71506 -0.96443 -0.5150 0.2337 0.1671 0.29
N -6.92231 -0.76878 -0.93557 0.0421 -0.0049 -0.0250 -0.35
F 3.57287 -2.58874 2.64067 0.0163 0.0485 -0.0769 -0.35
C 2.33324 -2.42086 2.09718 -0.1891 -0.0737 0.1883 0.35
C 2.17644 -2.79288 0.74247 0.3315 0.1648 -0.1770 -0.33
C 0.89474 -2.84713 0.20742 -0.5675 0.1387 0.3088 -0.32
C -0.24688 -2.45059 0.96247 0.6979 -0.3422 0.2848 -0.05
C -1.54602 -2.79810 0.55256 -0.5170 0.0371 -0.1862 -0.64
C -0.02595 -1.71513 2.28943 0.1480 0.0791 -0.1870 -0.32
C 1.32176 -2.01074 2.88149 0.0028 -0.0504 0.0925 -0.30
H 3.03595 -3.13348 0.18148 0.0280 -0.0187 0.0170 0.22
H 0.73869 -3.33445 -0.75058 -0.0118 -0.0076 0.0630 0.23
H -2.38349 -2.62416 1.21756 0.0103 0.1210 -0.0740 0.21
H -1.67832 -3.56656 -0.20037 -0.0316 -0.0430 0.0407 0.22
H -0.81657 -1.99870 2.99238 0.0301 -0.0218 -0.0633 0.22
H 1.47233 -1.81011 3.93246 0.1195 -0.0078 0.0060 0.22
C -1.10809 2.05542 -2.25205 -0.0518 0.0776 -0.1120 -0.41
N 0.07764 1.58689 -1.58399 0.1687 -0.1854 0.2919 -0.40
C 0.51517 0.27054 -1.58521 0.6815 0.2428 -0.6175 0.13
Se 0.26255 -0.88461 -3.08122 -0.3477 -0.0750 -0.0405 -0.25
N 1.71050 0.27413 -0.87297 -0.1177 0.4054 -0.0063 -0.61
C 2.06445 1.56440 -0.53606 -0.0401 0.0362 0.0343 0.19
C 3.16608 2.08177 0.11683 -0.0162 0.0518 -0.0381 -0.27
C 3.24195 3.46803 0.24213 0.0493 -0.0214 0.0265 -0.22
C 2.23960 4.29187 -0.24826 -0.0942 0.1010 0.0010 -0.23
C 1.10368 3.76799 -0.86107 -0.0579 -0.1072 -0.0257 -0.24
C 1.02837 2.39387 -0.99510 0.1479 0.0875 0.0965 0.11
H -1.71435 1.19681 -2.52985 0.0418 0.0320 0.0130 0.25
H -0.84404 2.61025 -3.15709 0.0032 0.0030 0.0127 0.19
H -1.68531 2.68888 -1.57847 0.0081 -0.0121 -0.0020 0.22
H 2.30956 -0.53339 -0.84021 -0.1045 -0.0792 0.0612 0.44
H 3.94579 1.44125 0.50548 0.0077 -0.0426 -0.0154 0.22
H 4.10040 3.91128 0.72827 0.0225 -0.0149 0.0181 0.21
H 2.33481 5.36554 -0.15653 0.0101 0.0116 0.0559 0.21
H 0.31557 4.40747 -1.23317 -0.0143 0.0333 0.0018 0.22
I -0.04450 0.96895 3.83060 -0.0141 -0.0103 -0.0420 0.00
C -0.15877 -0.20569 2.02052 -0.1238 -0.0144 0.1347 -0.47
H -1.11841 0.05293 1.57879 0.0235 0.0372 0.0432 0.25
H 0.66245 0.14762 1.40429 -0.0165 0.0210 0.0307 0.22



[2]
45
Properties=species:S:1:pos:R:3:forces:R:3:nbo_charge:R:1 method="wB97M-V/def2-TZVPD" e_above_lowest_kj_mol=503.6 charge=+1 spin_multiplicity=6
Fe -0.03570 -0.49436 0.11177 -0.6743 1.7862 -0.2992 1.50
C 3.97032 0.53354 0.25385 0.0189 -0.0385 -0.1104 -0.68
C 2.72803 1.20684 0.72687 0.0992 0.1096 -0.1496 0.53
N 1.66737 0.52914 1.03696 -0.3698 -0.7177 -0.4427 -0.82
C 0.37576 2.81686 0.74660 0.8683 0.0963 0.5203 -0.34
C 1.60671 3.32808 0.51249 -0.5362 -0.3725 -0.1260 0.14
N 2.73664 2.56124 0.77825 0.1654 0.0942 0.3962 -0.57
C 1.99433 4.63140 -0.16817 0.1107 0.3739 -0.1048 0.75
O 1.06341 5.49590 -0.43922 0.8020 0.3077 -0.0746 -0.63
O 3.16969 4.82294 -0.37065 0.0468 -0.2011 0.0685 -0.57
C -0.82490 3.20426 0.03063 -1.2300 -0.7943 -0.9172 0.55
O -1.08354 4.33664 -0.33637 -0.2821 -0.3514 0.0675 -0.55
O -1.16362 0.87187 -0.65027 0.9590 -1.6904 -0.1807 -0.92
H 3.81971 -0.53933 0.18248 -0.0013 -0.0020 0.0568 0.25
H 4.77800 0.73222 0.96116 -0.0232 -0.0092 0.0284 0.27
H 4.27606 0.92869 -0.71538 -0.0122 0.0079 0.0085 0.26
H 3.58817 3.06135 0.52518 0.0255 0.0120 -0.0495 0.46
H 0.14176 5.15305 -0.28581 -0.3257 -0.0238 0.0572 0.50
S 0.39626 1.39433 1.80461 0.1130 0.1607 0.3641 0.48
C -1.84028 1.99810 -0.31818 0.0796 1.4464 0.6615 0.32
N -2.68302 2.44180 -1.40661 0.3585 -0.3067 0.1763 -0.57
C -3.73635 3.26478 -1.21524 -0.4368 0.0857 0.3133 0.11
C -4.26682 3.47509 0.01681 -0.0020 0.2509 -0.2631 -0.38
C -3.76186 2.70065 1.10063 0.2306 -0.2730 -0.0540 -0.12
C -2.66112 1.93161 0.94972 -0.1248 -0.1417 0.0572 -0.33
H -2.34330 2.24063 -2.33136 -0.0053 0.0731 -0.0475 0.41
H -4.17470 3.70109 -2.10239 0.0547 -0.0486 -0.0452 0.22
H -5.10906 4.13539 0.14541 -0.0093 -0.0172 -0.0517 0.24
H -4.31631 2.67521 2.03016 0.0307 -0.0320 0.0266 0.23
H -2.31714 1.24591 1.71268 -0.0908 0.0355 0.0316 0.21
C -0.90394 -2.45525 -0.43952 0.0707 -0.0754 0.0213 -0.64
C -0.11901 -3.34030 0.32364 0.0709 -0.0092 0.0241 -0.07
C 1.01565 -3.98941 -0.24949 0.0438 0.0416 -0.0484 -0.12
C 1.72682 -4.91930 0.45669 0.0485 -0.0335 0.0164 -0.18
C 1.36512 -5.22371 1.78195 -0.1877 0.2332 -0.1571 -0.08
C 0.27103 -4.57563 2.38211 0.0629 -0.0506 0.0529 -0.15
C -0.45419 -3.65707 1.67346 -0.0807 0.0426 0.0586 -0.18
C 2.11013 -6.18903 2.51762 0.1546 -0.1668 0.1154 0.23
N 2.72207 -6.96272 3.10863 -0.0364 0.0371 -0.0215 -0.20
H -1.90125 -2.19640 -0.08729 0.0446 0.1049 0.0304 0.25
H -0.75350 -2.42574 -1.51621 0.0106 0.0840 0.0099 0.25
H 1.29391 -3.75300 -1.26918 -0.0292 -0.0445 -0.0111 0.22
H 2.56094 -5.43625 0.00249 0.0156 0.0189 0.0160 0.25
H 0.00809 -4.82230 3.40153 -0.0239 0.0084 -0.0086 0.25
H -1.31187 -3.17741 2.12953 -0.0036 -0.0105 -0.0160 0.23



[3]
42
Properties=species:S:1:pos:R:3:forces:R:3:nbo_charge:R:1 method="wB97M-V/def2-TZVPD" e_above_lowest_kj_mol=1477.6 charge=0 spin_multiplicity=1
N -1.14935 -3.58487 -0.90349 -1.5606 -2.0935 -0.1968 -0.83
C -0.66453 -2.56138 -0.22128 -2.2973 3.2201 0.9035 0.41
N 0.53950 -2.15659 0.09870 -1.7867 -1.4351 -0.4927 -0.28
O 1.41550 -3.21547 -0.32263 -4.5583 -2.0622 -1.6745 -0.41
C 2.66670 -2.98232 -0.25877 -6.2515 11.7159 3.5456 0.79
O 3.44808 -3.73001 -0.11523 9.4688 -9.2442 -0.0558 -0.51
C 2.81432 -1.49281 0.28710 0.7354 1.5884 -6.2816 -0.21
C 2.23623 -0.37653 -0.71719 7.3100 1.8885 9.0045 0.26
N 2.48577 0.93128 -0.54464 4.2697 -7.8389 3.9806 -0.29
C 3.50774 1.34022 0.48057 -5.4465 13.1686 -4.7925 0.47
O 3.57919 2.78547 0.63705 -0.3369 -6.5072 -0.9125 -0.81
C 4.06302 0.45293 1.11285 6.3798 -10.9559 4.9836 -0.34
C 3.93696 -1.14185 0.91649 -2.4602 7.6340 -0.0418 -0.07
H 4.48096 -1.63405 1.60247 2.0147 -2.2990 1.7065 0.22
H 4.90644 0.68362 1.78307 -0.7736 0.2219 -0.2685 0.24
C 1.79974 1.84367 -1.18091 1.6501 3.6724 -8.2282 -0.28
C 0.45390 1.87900 -0.89078 -7.2768 4.5931 5.0548 -0.04
C 0.03276 2.74869 0.24695 7.9518 -4.3749 -4.5005 -0.15
C -1.15617 3.09918 0.42674 -9.9576 0.6915 2.9513 -0.27
C -2.28396 2.46477 -0.16731 2.5357 -1.2387 -5.7188 -0.16
C -1.95976 1.63272 -1.46597 -1.1545 6.7282 10.2807 -0.20
C -0.69993 1.54358 -1.54625 8.4248 -5.0847 -7.2541 -0.19
H -0.32904 0.96767 -2.51054 -0.8281 0.5891 1.1110 0.16
H -2.74805 1.22978 -1.80291 -5.0911 -3.1486 -3.6700 0.20
H -3.29633 2.75214 -0.28523 -0.9712 0.5940 1.4397 0.21
H -1.44027 3.62252 1.33393 0.3074 0.7765 -0.1117 0.21
H 0.85992 3.07145 0.75786 1.6408 1.2664 1.7884 0.23
H 2.00772 1.71584 -2.37874 -0.8057 -0.0156 2.3441 0.20
H 2.32205 2.78543 -1.04996 -0.1895 0.3944 0.6462 0.31
H 1.54399 -0.67800 -1.26448 -5.9056 -2.1141 -5.3637 0.17
C -1.87831 -1.55795 0.23145 -0.4906 -1.4841 -0.8663 0.23
N -3.14403 -1.96371 -0.29373 4.2714 2.5532 3.1268 -0.47
C -4.08887 -1.17311 0.30174 -5.0333 -6.9791 -7.6702 0.02
C -3.99285 -0.32335 1.18929 0.0314 8.6569 7.5138 -0.30
C -2.72791 0.01938 1.68197 0.4463 4.9862 5.4540 -0.08
C -1.58749 -0.45354 1.23908 -2.7128 -5.7103 -5.1862 -0.27
H -0.58936 -0.47692 1.35202 3.2235 1.1336 1.4836 0.26
H -2.53623 0.88650 2.67251 -1.1973 -2.5931 -3.1790 0.22
H -4.84660 0.40078 1.57752 1.5544 -2.1813 -0.9476 0.24
H -5.20709 -1.34197 -0.02512 2.3172 -0.1194 0.0621 0.20
H -0.44858 -4.35814 -1.10050 -1.7950 1.1930 0.2013 0.43
H -2.32580 -3.65406 -0.88366 4.3475 0.2142 -0.1692 0.48



[4]
43
Properties=species:S:1:pos:R:3:forces:R:3:nbo_charge:R:1 method="wB97M-V/def2-TZVPD" total_energy_ev=-35310.9229 charge=0 spin_multiplicity=3
Pt 0.01525 0.26948 0.46468 0.0506 0.2331 0.0496 1.18
O 3.60279 5.95164 1.69851 -0.0173 0.1249 -0.1532 -0.73
C 2.61487 5.61455 2.37085 0.3015 -0.1897 0.3192 0.73
O 2.10578 6.08950 3.39814 -0.1211 0.1317 -0.0415 -0.73
C 1.94426 4.31247 1.88270 -0.3750 -0.0109 0.1086 -0.07
C 2.44707 3.64851 0.75786 0.1004 -0.1502 -0.3181 -0.15
C 1.85200 2.48768 0.32730 -0.2079 0.1891 0.3280 0.10
N 0.76474 2.01388 1.01004 0.2435 -0.1183 0.1794 -0.59
C 0.26167 2.61822 2.13081 -0.1141 -0.2681 -0.1810 0.20
C 0.85206 3.79117 2.56746 0.1606 0.2233 -0.0760 -0.17
C -0.83329 1.90081 2.70816 0.1405 -0.0090 -0.0215 0.12
C -1.56727 2.36484 3.80988 -0.0171 -0.0176 0.0814 -0.19
C -2.61190 1.63633 4.30316 0.0009 0.0482 0.0444 -0.18
C -2.93140 0.40726 3.69411 -0.0195 -0.0547 0.0183 -0.28
C -2.19234 -0.01043 2.62633 0.0791 0.0103 -0.0100 0.05
N -1.16506 0.69754 2.10485 -0.1486 -0.0619 -0.1447 -0.53
C 2.22636 1.65154 -0.78658 0.0090 -0.3050 -0.1916 0.19
C 3.27545 1.95607 -1.65905 -0.0026 0.1041 0.1303 -0.21
C 3.55489 1.13360 -2.71715 -0.0370 -0.1547 -0.0946 -0.15
C 2.76931 -0.00910 -2.91365 0.1506 0.0945 -0.0714 -0.27
C 1.75819 -0.27335 -2.03208 -0.1387 0.0448 0.1539 0.07
N 1.47575 0.51432 -0.97533 0.0752 0.1718 -0.1996 -0.49
H 3.30949 4.08930 0.27386 -0.0087 0.0255 0.0390 0.26
H 0.51633 4.33637 3.44036 0.0140 0.0201 -0.0159 0.26
H -1.29158 3.31158 4.25265 0.0106 -0.0099 -0.0057 0.24
H -3.17952 1.99769 5.14963 -0.0027 -0.0046 -0.0093 0.22
H -3.74494 -0.20839 4.04913 0.0054 0.0107 0.0057 0.22
H -2.41344 -0.95411 2.15654 -0.0107 0.0263 -0.1034 0.19
H 3.85170 2.85309 -1.48200 -0.0079 -0.0108 0.0041 0.24
H 4.36536 1.36840 -3.39360 -0.0065 0.0025 0.0008 0.23
H 2.93613 -0.67805 -3.74513 0.0122 0.0116 0.0025 0.23
H 1.13164 -1.13938 -2.17063 -0.0919 -0.0021 0.0309 0.21
N -3.51163 -2.00853 -0.71573 -0.1381 -0.1567 -0.0238 -0.79
C -2.26814 -1.58225 -0.46466 0.2661 0.2715 -0.0324 0.69
O -1.87631 -0.48602 -0.88187 -0.1393 -0.1972 0.1408 -0.63
C -1.34069 -2.46552 0.34384 0.0753 0.1051 -0.2223 -0.54
C 0.04307 -1.81630 0.35257 -0.1288 -0.1822 0.0319 -0.60
H -4.13122 -1.43044 -1.25998 0.0404 -0.0047 0.0178 0.42
H -3.81612 -2.92218 -0.43192 -0.0215 0.0018 0.0038 0.40
H -1.30280 -3.44971 -0.13657 -0.0315 -0.0324 0.0524 0.23
H -1.75587 -2.63563 1.33686 -0.0039 0.0590 0.0526 0.23
H 0.49313 -2.04659 -0.61011 0.1708 0.0174 -0.0100 0.18
H 0.69583 -2.23495 1.11636 -0.1161 0.0132 0.1306 0.21



[5]
50
Properties=species:S:1:pos:R:3:forces:R:3:nbo_charge:R:1 method="wB97M-V/def2-TZVPD" e_above_lowest_kj_mol=0.0 charge=0 spin_multiplicity=2
Ti 0.58495 0.50199 -0.30074 -1.0762 0.1611 -1.9955 1.35
C 3.58282 -2.47672 3.36185 0.9357 1.3837 -3.4390 -0.63
C 4.03192 -0.98301 3.44894 -0.1575 0.0044 -1.0523 -0.22
N 4.02333 -0.33169 2.10024 1.9164 -1.8848 1.1920 -0.57
C 2.92660 0.16543 1.61064 -1.2617 2.0508 -1.3182 0.35
S 2.93809 0.57073 -0.10555 0.2182 -0.3130 0.4146 -0.21
N 1.95707 0.54190 2.42361 -0.5367 -0.9310 0.0278 -0.46
N 0.79464 0.84987 1.77167 0.4172 0.9237 1.6364 -0.28
C -0.13352 1.41257 2.52660 1.2175 -0.6351 -1.9881 0.22
C -0.05195 1.48768 3.98639 -0.3618 0.7288 1.1422 -0.68
C -1.26997 1.83951 1.72923 0.8016 0.2332 -0.6368 0.19
C -2.35671 2.47198 2.27591 -0.2698 -0.1709 1.5681 -0.25
C -3.52312 2.60885 1.56895 -1.6791 0.6506 0.4516 -0.12
C -3.50863 2.23887 0.23179 -0.8496 0.5781 0.3659 -0.28
C -2.33780 1.79786 -0.27115 2.0522 -1.0788 -2.0643 0.09
N -1.18349 1.61682 0.39833 -1.1611 -0.5484 1.0377 -0.50
H 3.17023 -2.91194 4.20706 -0.6447 -0.5729 1.7349 0.22
H 4.38477 -3.11045 2.93444 -0.0552 0.3166 0.6549 0.21
H 2.86122 -2.50338 2.51975 -0.1670 -0.0474 0.7544 0.23
H 5.06231 -0.86293 3.73280 0.3060 -0.1360 0.7528 0.20
H 3.37216 -0.34714 4.04123 0.2079 -0.3950 0.2347 0.23
H 4.80060 -0.55941 1.46506 -0.9182 0.2689 0.4357 0.41
H 0.65360 0.73729 4.31984 -0.0232 -0.1828 0.1294 0.27
H -1.06652 1.28308 4.38766 0.6640 0.1440 0.0534 0.23
H 0.32046 2.46304 4.40997 -0.4452 -0.7471 -0.6049 0.24
H -2.24706 2.71914 3.33090 -0.5130 0.0530 -0.2320 0.23
H -4.47492 2.95935 2.07082 1.3564 -0.2534 -0.6921 0.23
H -4.33397 2.33951 -0.46228 -0.1641 -0.0752 0.3743 0.23
H -2.22342 1.48232 -1.31472 -0.4061 0.4489 0.4153 0.24
Br 1.87342 -1.83428 -4.53181 0.2253 -0.0002 -0.1684 0.14
C 0.29436 -0.90701 -4.91938 -0.2429 0.6994 -1.0075 -0.02
C -0.41463 -1.31940 -6.05481 1.0041 -0.8828 0.0383 -0.25
C -1.66395 -0.85060 -6.32346 -1.6872 1.5177 1.2075 -0.17
C -2.26994 0.15391 -5.47692 3.2513 -1.9895 -0.2999 -0.21
C -1.51933 0.55537 -4.36224 -2.9656 1.3710 -1.7041 -0.14
C -0.21807 0.16294 -4.17377 0.2781 -1.7373 0.7900 -0.23
C 0.29829 0.50154 -2.86054 1.3632 -0.4521 2.3519 0.78
O 1.29339 -0.07223 -2.30995 -0.8566 0.4649 -0.6323 -0.67
O -0.37204 1.29305 -2.11146 0.4025 0.0451 0.4624 -0.74
H 0.00597 -2.07303 -6.73828 -0.1212 0.2650 0.6650 0.23
H -2.22646 -1.37446 -7.07929 -0.1425 0.4271 -0.4487 0.22
H -3.17115 0.62238 -5.71756 -1.4793 0.2399 -0.1260 0.21
H -2.09601 1.23297 -3.68875 1.2866 -0.4475 -0.3975 0.24
F 0.88624 -2.05456 0.73179 -0.1448 -0.2874 0.2067 -0.36
C -0.22487 -1.56401 0.03469 0.4643 2.0075 0.4162 0.22
F -0.23955 -2.25358 -1.13213 -0.5778 -0.4213 -0.1472 -0.33
C -1.45501 -1.94748 0.89255 0.3170 -0.4354 -0.8412 0.91
F -2.61576 -1.36711 0.50570 0.6078 0.4136 0.1288 -0.33
F -1.25331 -1.64843 2.19783 -0.2411 -0.2950 -0.7359 -0.32
F -1.66526 -3.25711 0.71851 -0.1438 -0.4767 0.8891 -0.32



Max |F| list, top to bottom, in eV Å⁻¹: 1.43, 1.95, 15.03, 0.48, 3.82